[1]
This record from OMol25 describes a cluster of 2 separate species, C2H7ClN2O2S in total. The level of theory is the ωB97M-V functional and the def2-TZVPD basis.

Geometry (Å):
C: -1.87249 -1.67728 0.65364
C: -1.94846 -0.62681 -0.41395
N: 3.02729 1.20611 -0.31245
N: 2.02690 0.36303 -0.74683
O: 0.45264 0.22550 1.55868
O: -0.12230 1.98050 -0.13574
S: 0.27450 0.64241 0.13889
Cl: -2.78939 0.85627 -0.39442
H: -1.77997 -1.13967 1.67223
H: -1.09487 -2.22450 0.28384
H: -2.83774 -2.26107 0.73533
H: -1.64917 -0.95616 -1.32461
H: 3.31026 0.93660 0.68789
H: 3.19845 2.20447 -0.64731
H: 1.80435 0.47058 -1.75519

Forces on atoms 1 to 2 (eV/Å):
C -3.666 3.290 1.948
C 0.506 1.324 2.609

Computed properties:
* orbital gap (alpha / beta): 6.410 / 7.658 eV

These are the natural (NBO) partial charges, in e, on atoms 1 to 8: number 1, C, carries -0.68; number 2, C, carries -0.15; number 3, N, carries -0.64; number 4, N, carries -0.55; number 5, O, carries -0.94; number 6, O, carries -0.93; number 7, S, carries 1.77; number 8, Cl, carries 0.09

***

[2]
This record from OMol25 describes a structure of composition C45H67GeN5OP3Sc. The level of theory is the ωB97M-V functional and the def2-TZVPD basis.

Geometry (Å):
Sc: 0.11343 -0.16332 -0.07236
C: -3.82278 -1.00822 -1.08280
C: -3.13429 -1.75218 -2.22925
C: -3.92453 -1.56778 -3.52537
P: -1.34005 -1.23370 -2.27892
C: -1.44660 0.17539 -3.49532
N: -0.35238 1.10366 -3.52328
Ge: 0.38608 1.95581 -1.84220
N: 2.40560 2.56463 -1.55930
C: 3.21339 2.08772 -0.46647
P: 2.87801 0.32731 -0.03480
C: 3.80986 0.14134 1.57073
C: 5.06083 1.00917 1.72100
C: 4.13224 -1.33695 1.81570
C: 3.78231 -0.64780 -1.34436
C: 2.97732 -0.54587 -2.64783
C: 5.25069 -0.30795 -1.58416
C: 2.67505 3.80492 -2.03002
C: 3.73671 4.63083 -1.60747
C: 3.89990 5.88575 -2.14714
C: 3.00184 6.37534 -3.09830
C: 1.95166 5.58138 -3.52786
C: 1.80584 4.29919 -3.02758
N: 0.78345 3.37041 -3.44586
C: 1.15299 2.53532 -4.56714
C: 2.06695 2.86632 -5.54498
C: 2.19961 2.03690 -6.65086
C: 1.38894 0.90641 -6.78209
C: 0.49621 0.55409 -5.79253
C: 0.39562 1.33881 -4.63216
C: -0.50829 4.02050 -3.67291
C: -0.84840 4.62837 -4.86882
C: -2.04354 5.32120 -4.97091
C: -2.88403 5.39502 -3.86873
C: -2.57224 4.73658 -2.68982
C: -1.38544 4.00664 -2.58267
N: -1.02075 3.22917 -1.49227
C: -2.02113 3.09600 -0.45405
P: -1.68263 1.80930 0.82549
C: -3.39618 1.42963 1.44406
C: -4.21868 2.59723 1.99199
C: -3.32833 0.27721 2.45309
C: -0.75997 2.72942 2.17047
C: 0.70199 2.85583 1.71416
C: -1.28423 4.10018 2.59385
C: -0.48301 -2.66421 -3.12294
C: -0.77276 -3.93862 -2.31175
C: -0.82223 -2.91913 -4.58894
H: -4.83341 -1.38769 -0.92763
H: -3.90366 0.05486 -1.32300
H: -3.26842 -1.12688 -0.14952
H: -3.10284 -2.81526 -1.98481
H: -4.12370 -0.51827 -3.74109
H: -4.88942 -2.06120 -3.40085
H: -3.44518 -2.01624 -4.39179
H: -2.34211 0.72317 -3.17309
H: -1.65926 -0.24710 -4.47611
H: 3.06722 2.69145 0.43948
H: 4.27575 2.14530 -0.71761
H: 3.08271 0.46208 2.32690
H: 5.77982 0.83877 0.92245
H: 5.54994 0.74539 2.65963
H: 4.83047 2.07251 1.76728
H: 4.94808 -1.66940 1.17289
H: 3.26992 -1.98648 1.64105
H: 4.45275 -1.47584 2.84817
H: 3.73379 -1.68184 -0.98532
H: 3.01137 0.46726 -3.05320
H: 1.92094 -0.80482 -2.49248
H: 3.38992 -1.21874 -3.40105
H: 5.40196 0.73436 -1.86504
H: 5.61646 -0.91671 -2.41267
H: 5.87237 -0.53828 -0.72160
H: 4.44238 4.27711 -0.86822
H: 4.72832 6.50277 -1.82580
H: 3.12610 7.36746 -3.50860
H: 1.25585 5.96816 -4.25680
H: 2.65592 3.77071 -5.46830
H: 2.91292 2.28227 -7.42525
H: 1.46659 0.28896 -7.66693
H: -0.10800 -0.33176 -5.92105
H: -0.18234 4.56464 -5.72025
H: -2.30781 5.81297 -5.89633
H: -3.80436 5.95998 -3.93074
H: -3.25669 4.80671 -1.85585
H: -2.99442 2.83014 -0.89172
H: -2.15830 4.05066 0.06052
H: -3.89717 1.06990 0.54319
H: -4.00204 2.77274 3.04461
H: -5.27710 2.34474 1.92213
H: -4.06882 3.52251 1.43686
H: -2.94720 0.62373 3.41625
H: -2.69122 -0.53777 2.09773
H: -4.32496 -0.12898 2.62729
H: -0.81967 2.07201 3.04749
H: 0.76689 3.49943 0.83238
H: 1.14471 1.88298 1.46120
H: 1.30835 3.30948 2.49959
H: -1.29106 4.81497 1.77180
H: -0.61838 4.50096 3.36017
H: -2.27637 4.05151 3.02789
H: 0.58419 -2.42456 -3.06382
H: -1.73506 -4.35976 -2.59993
H: -0.79129 -3.76952 -1.23503
H: -0.01855 -4.69645 -2.52653
H: -1.85243 -3.24516 -4.71616
H: -0.18407 -3.72716 -4.95018
H: -0.64327 -2.05714 -5.22788
O: 0.06857 -0.37062 2.28092
C: 0.03540 -1.69239 2.84980
C: 0.63956 -2.67004 1.88384
C: 1.01001 -3.92645 2.33699
C: 1.67783 -4.78237 1.47962
C: 1.96382 -4.34266 0.19241
C: 1.52096 -3.09854 -0.19328
N: 0.84988 -2.26186 0.62323
H: 0.05226 0.25544 3.01189
H: -0.99462 -1.96911 3.09263
H: 0.61558 -1.71584 3.77294
H: 0.79922 -4.21129 3.35984
H: 1.98747 -5.76453 1.81127
H: 2.51750 -4.96098 -0.50017
H: 1.70329 -2.73719 -1.19787

Forces on atoms 1 to 2 (eV/Å):
Sc 0.324 -0.155 1.169
C 0.065 -0.134 -0.099

Computed properties:
* orbital gap (alpha / beta): 5.920 / 4.310 eV
* expectation value of S²: 0.78
* total charge: +3
* spin multiplicity: 2

These are the Mulliken partial charges, in e, on atoms 1 to 8: number 1, Sc, carries -1.04; number 2, C, carries -1.35; number 3, C, carries 0.48; number 4, C, carries -1.71; number 5, P, carries 1.54; number 6, C, carries -1.92; number 7, N, carries 0.06; number 8, Ge, carries 1.06

***

[3]
This record from OMol25 describes a structure of composition C27H46GeKNO7S4. The level of theory is the ωB97M-V functional and the def2-TZVPD basis.

Geometry (Å):
K: -0.70814 -0.36428 0.11590
C: 3.85847 -0.29399 2.78226
C: 4.89627 -0.18897 1.67361
S: 4.42525 0.81726 0.24172
C: 4.33335 2.47563 0.97499
C: 3.01214 3.17737 0.67322
S: 1.54759 2.35575 1.32506
C: 1.64762 2.85344 3.06218
C: 0.37577 2.45421 3.81140
S: -0.17021 0.74699 3.56258
C: 1.13894 -0.12451 4.47436
C: 1.58111 -1.42384 3.81409
S: 2.41023 -1.22218 2.22581
H: 3.56546 0.70779 3.10634
H: 4.31349 -0.79920 3.63924
H: 5.09080 -1.17796 1.25321
H: 5.84085 0.18443 2.07411
H: 5.15677 3.07613 0.58248
H: 4.48121 2.38734 2.05221
H: 2.85455 3.22625 -0.40607
H: 3.04978 4.20862 1.03578
H: 1.75818 3.94042 3.11299
H: 2.52691 2.41255 3.53770
H: -0.45655 3.07125 3.47263
H: 0.50962 2.64209 4.87873
H: 0.77173 -0.33974 5.48047
H: 1.98732 0.55362 4.57998
H: 0.72610 -2.06154 3.58654
H: 2.23701 -1.96180 4.50404
C: -1.23555 3.85419 -1.20948
C: -2.37419 3.28624 -0.35869
C: -2.12959 3.61009 1.11370
C: -3.70729 3.90666 -0.79059
O: -2.40868 1.87978 -0.45264
Ge: -2.85718 0.99804 -2.05612
O: -2.99560 -0.64204 -1.14841
C: -4.19306 -1.19050 -0.63762
C: -3.82824 -2.54464 -0.03226
C: -5.21363 -1.39222 -1.76179
C: -4.78432 -0.28078 0.44184
O: -1.02089 0.67206 -2.37728
C: -0.49663 0.10360 -3.55438
C: 1.00467 0.38922 -3.52758
C: -0.74953 -1.40654 -3.56824
C: -1.10187 0.73482 -4.81149
H: -1.16677 4.94121 -1.10240
H: -1.39578 3.61420 -2.26308
H: -0.28882 3.40545 -0.90337
H: -2.08130 4.68955 1.28582
H: -1.18292 3.16394 1.41917
H: -2.93172 3.18639 1.72218
H: -3.70799 4.98552 -0.61027
H: -4.52392 3.45671 -0.22084
H: -3.89668 3.73159 -1.85054
H: -3.39561 -3.18782 -0.80143
H: -4.70794 -3.04263 0.38451
H: -3.08810 -2.43052 0.76317
H: -4.77409 -2.01053 -2.54774
H: -5.49988 -0.43448 -2.20111
H: -6.11420 -1.88810 -1.38950
H: -4.05350 -0.11727 1.23628
H: -5.68354 -0.72600 0.87702
H: -5.04256 0.69458 0.02277
H: 1.42650 0.03320 -2.58538
H: 1.17733 1.46646 -3.58237
H: 1.52578 -0.09582 -4.35816
H: -0.30884 -1.87365 -2.68563
H: -0.32368 -1.87526 -4.46081
H: -1.82293 -1.60295 -3.54205
H: -0.99081 1.82113 -4.77405
H: -2.16619 0.50722 -4.88973
H: -0.60095 0.36091 -5.70893
O: 3.14101 -6.77865 -2.01247
C: 3.72828 -6.13173 -1.05694
O: 4.70686 -6.39578 -0.41553
C: 2.80839 -4.92208 -0.95329
C: 3.01732 -3.82523 -1.78892
C: 2.23898 -2.70523 -1.57251
N: 1.30545 -2.62657 -0.62293
C: 1.09149 -3.68741 0.15708
C: 1.80139 -4.87553 -0.00129
C: 0.03897 -3.60674 1.28936
O: -0.27936 -4.69665 1.77940
O: -0.33328 -2.44946 1.59490
H: 3.76374 -3.84555 -2.57102
H: 2.36875 -1.82796 -2.19532
H: 1.55108 -5.70957 0.63942

Forces on atoms 1 to 2 (eV/Å):
K 0.241 0.091 0.133
C 0.036 0.038 -0.063

Computed properties:
* orbital gap (alpha / beta): 6.387 / 3.743 eV
* expectation value of S²: 0.76
* total charge: -1
* spin multiplicity: 2

These are the Mulliken partial charges, in e, on atoms 1 to 8: number 1, K, carries 0.87; number 2, C, carries -0.02; number 3, C, carries -1.11; number 4, S, carries -0.05; number 5, C, carries -0.70; number 6, C, carries -1.16; number 7, S, carries 0.47; number 8, C, carries -1.05

***

Number 1: molecular weight 158.61 g mol⁻¹. Number 2: molecular weight 904.55 g mol⁻¹. Number 3: molecular weight 736.64 g mol⁻¹.